(1)
126
Properties=species:S:1:pos:R:3:lowdin_charge:R:1 method="wB97M-V/def2-TZVPD" mol_weight_da=1002.98 lumo_ev=-1.44 homo_ev=-8.455 total_energy_ha=-4005.71262 gap_ev=7.0
C -4.76 2.82 -4.52 -0.120
C -5.44 1.40 -4.86 -0.213
C -5.00 0.19 -3.90 -0.217
O -4.13 0.61 -2.78 -0.200
C -3.75 -0.62 -2.14 -0.196
C -2.19 -0.84 -1.91 0.003
C -1.06 -0.22 -2.87 -0.011
C -1.42 0.64 -4.17 -0.061
C -0.55 0.01 -5.51 -0.169
C -0.73 -1.66 -5.72 -0.007
O -1.39 -0.54 -6.65 -0.178
C 0.44 -0.48 -2.49 -0.051
O 1.57 0.06 -3.24 0.044
B 1.81 1.39 -2.69 -0.618
O 2.44 1.52 -1.39 0.116
O 1.34 2.51 -3.49 0.100
C 0.89 -1.37 -1.24 -0.192
N 2.24 -1.67 -0.88 -0.220
S 2.07 -2.70 0.49 0.932
N 0.38 -2.76 0.64 -0.277
C -0.28 -1.98 -0.37 -0.195
C -1.80 -1.73 -0.68 -0.062
C -2.84 -2.46 0.29 -0.166
C -2.53 -2.32 1.86 -0.219
C -2.53 -0.83 2.44 -0.205
C -1.16 -0.01 2.23 -0.195
C -1.39 1.48 2.87 -0.208
C -0.61 2.54 1.93 -0.244
C 0.93 2.19 1.66 -0.479
S 2.01 2.47 3.16 0.902
C 3.52 1.46 2.79 -0.499
N 4.80 1.44 3.44 -0.028
N 5.61 0.55 2.81 -0.022
C 4.90 -0.05 1.69 -0.068
O 3.60 0.54 1.72 -0.110
H -4.76 3.44 -5.49 0.081
H -3.66 2.72 -4.20 0.064
H -5.40 3.31 -3.69 0.084
H -5.12 1.13 -5.93 0.110
H -6.60 1.43 -4.88 0.111
H -5.88 -0.42 -3.48 0.129
H -4.38 -0.54 -4.56 0.121
H -4.15 -1.58 -2.66 0.138
H -4.30 -0.61 -1.11 0.131
H -1.09 1.73 -4.09 0.107
H -2.48 0.49 -4.58 0.095
H 0.53 0.49 -5.75 0.150
H -1.50 -2.22 -5.11 0.104
H 0.18 -2.11 -6.25 0.095
H 2.31 2.46 -1.11 0.097
H 0.72 3.03 -2.93 0.110
H -2.75 -3.59 0.05 0.130
H -3.94 -2.20 0.13 0.101
H -1.58 -2.87 2.21 0.100
H -3.40 -2.87 2.40 0.116
H -3.47 -0.27 2.07 0.117
H -2.67 -0.93 3.58 0.123
H -0.29 -0.46 2.85 0.130
H -0.88 0.18 1.13 0.091
H -1.06 1.55 3.96 0.102
H -2.51 1.72 2.74 0.106
H -1.14 2.63 0.91 0.124
H -0.66 3.57 2.47 0.110
H 1.13 1.13 1.28 0.074
H 1.33 2.90 0.84 0.077
H 5.29 -0.81 0.93 0.127
F -3.00 2.66 4.75 0.031
C -2.58 2.91 5.99 -0.320
C -3.21 2.29 7.06 -0.019
C -2.76 2.54 8.36 -0.074
C -1.69 3.42 8.57 -0.089
C -1.07 4.03 7.48 -0.073
C -1.51 3.77 6.19 -0.020
H -4.04 1.62 6.88 0.120
H -3.24 2.06 9.20 0.107
H -1.35 3.62 9.58 0.103
H -0.24 4.72 7.65 0.108
H -1.03 4.24 5.34 0.114
F 1.81 -9.99 1.47 0.061
C 1.46 -8.75 1.11 -0.291
C 0.84 -8.55 -0.12 -0.019
C 0.47 -7.26 -0.49 -0.079
C 0.72 -6.19 0.36 -0.108
C 1.35 -6.40 1.59 -0.086
C 1.71 -7.69 1.96 -0.017
H 0.66 -9.40 -0.77 0.116
H -0.02 -7.09 -1.44 0.105
H 0.44 -5.19 0.07 0.058
H 1.55 -5.57 2.25 0.097
H 2.19 -7.88 2.92 0.116
F -4.98 6.28 7.87 0.064
C -5.82 5.94 6.88 -0.283
C -5.38 5.11 5.86 -0.009
C -6.26 4.76 4.84 -0.077
C -7.56 5.26 4.84 -0.100
C -7.99 6.10 5.86 -0.086
C -7.12 6.44 6.89 -0.019
H -4.36 4.74 5.87 0.094
H -5.93 4.10 4.04 0.104
H -8.24 4.99 4.04 0.100
H -9.00 6.49 5.85 0.104
H -7.44 7.09 7.70 0.116
F 11.45 -3.10 -0.55 0.063
C 10.12 -2.96 -0.68 -0.289
C 9.36 -2.63 0.44 -0.014
C 7.99 -2.48 0.31 -0.086
C 7.38 -2.67 -0.93 -0.101
C 8.15 -3.00 -2.04 -0.082
C 9.53 -3.14 -1.92 -0.018
H 9.85 -2.49 1.39 0.118
H 7.39 -2.21 1.17 0.094
H 6.31 -2.55 -1.03 0.094
H 7.68 -3.15 -3.01 0.106
H 10.14 -3.40 -2.77 0.116
F 2.43 -1.18 -6.69 0.061
C 3.48 -0.40 -6.98 -0.287
C 3.85 0.57 -6.08 -0.006
C 4.95 1.37 -6.35 -0.074
C 5.65 1.21 -7.55 -0.096
C 5.25 0.23 -8.46 -0.083
C 4.16 -0.58 -8.17 -0.015
H 3.29 0.68 -5.16 0.101
H 5.26 2.13 -5.64 0.106
H 6.50 1.84 -7.77 0.101
H 5.79 0.11 -9.39 0.105
H 3.85 -1.36 -8.87 0.117



(2)
12
Properties=species:S:1:pos:R:3:lowdin_charge:R:1 method="wB97M-V/def2-TZVPD" mol_weight_da=136.22 lumo_ev=-1.13 homo_ev=-8.746 relative_energy_kcal_mol=24.7 total_energy_ha=-1051.57730 gap_ev=7.6
F 0.01 0.01 1.86 -0.112
C -0.75 -0.95 1.15 -0.043
C -0.62 -1.12 -0.19 -0.172
C -0.16 -0.20 -1.15 -0.843
S -0.18 -0.40 -2.78 0.734
C 0.34 1.18 -0.55 -0.597
S 1.96 0.98 0.16 0.742
H -1.23 -1.70 1.83 0.134
H -1.10 -2.12 -0.50 0.141
H -0.38 1.66 0.07 0.069
H 0.49 1.87 -1.39 0.048
H 1.62 0.79 1.50 -0.101



(3)
12
Properties=species:S:1:pos:R:3:lowdin_charge:R:1 method="wB97M-V/def2-TZVPD" mol_weight_da=110.08 lumo_ev=0.90 homo_ev=-9.636 relative_energy_kcal_mol=69.3 total_energy_ha=-454.86935 gap_ev=10.5
C -1.86 -0.58 -0.58 -0.115
C -1.21 0.16 0.29 -0.128
C 1.64 -0.24 0.45 -0.054
C 0.76 0.80 -0.13 -0.179
F -3.12 -1.09 -0.42 0.003
F -1.52 0.35 1.55 0.070
F 0.67 1.07 -1.49 -0.024
H -1.53 -0.80 -1.51 0.075
H 1.53 -0.15 1.48 0.065
H 1.16 -1.15 0.17 0.068
H 2.69 -0.11 -0.07 0.138
H 0.79 1.73 0.26 0.081



(4)
69
Properties=species:S:1:pos:R:3:lowdin_charge:R:1 method="wB97M-V/def2-TZVPD" mol_weight_da=575.50 s2=2.004 lumo_ev="0.25 / 0.25" homo_ev="-5.762 / -6.914" relative_energy_kcal_mol=0.0 spin_multiplicity=3 total_energy_ha=-3616.12494 gap_ev="6.0 / 7.2"
Ti -0.97 -0.03 0.17 0.519
N -0.99 -0.90 2.34 -0.072
C -1.57 0.07 3.27 -0.239
C -0.79 1.37 3.13 -0.233
N -0.77 1.75 1.71 -0.037
H -1.55 -1.74 2.28 0.083
H -0.04 -1.15 2.62 0.003
H -1.55 -0.27 4.32 0.114
H -2.61 0.23 2.99 0.109
H 0.23 1.21 3.47 0.084
H -1.23 2.14 3.77 0.115
H 0.14 2.11 1.41 0.032
H -1.45 2.47 1.51 0.081
C -4.04 1.46 0.47 -0.032
C -3.35 1.94 -0.77 -0.326
C -4.08 2.74 -1.68 -0.024
C -3.46 3.21 -2.80 -0.002
C -2.09 2.95 -3.00 -0.160
C -1.41 3.47 -4.12 -0.056
C -0.07 3.24 -4.26 -0.083
C 0.63 2.51 -3.28 -0.122
C 0.01 1.97 -2.17 -0.598
S 0.97 1.13 -0.98 0.612
C -1.41 2.17 -2.04 -0.202
N -2.08 1.63 -0.96 0.060
H -5.12 1.38 0.31 0.086
H -3.89 2.18 1.28 0.087
H -3.67 0.48 0.79 0.042
H -5.12 2.95 -1.49 0.112
H -4.00 3.81 -3.53 0.119
H -1.96 4.06 -4.85 0.107
H 0.48 3.63 -5.11 0.103
H 1.69 2.35 -3.38 0.095
C 0.69 -3.15 -1.52 -0.276
P 0.98 -2.15 -0.02 0.865
C 1.12 -3.53 1.20 -0.267
C 2.75 -1.68 -0.19 -0.401
C 3.43 -1.92 -1.39 -0.091
C 4.76 -1.57 -1.55 -0.074
C 5.45 -0.97 -0.50 -0.080
C 4.78 -0.71 0.68 -0.102
C 3.44 -1.04 0.85 -0.391
P 2.56 -0.54 2.39 0.906
C 3.71 -1.15 3.69 -0.286
C 2.95 1.25 2.40 -0.283
H 1.46 -3.92 -1.64 0.050
H 0.64 -2.51 -2.39 0.050
H -0.28 -3.63 -1.41 0.024
H 1.88 -4.25 0.89 0.047
H 0.15 -4.03 1.26 0.045
H 1.37 -3.15 2.19 0.005
H 2.91 -2.37 -2.22 0.089
H 5.25 -1.76 -2.49 0.105
H 6.49 -0.70 -0.62 0.103
H 5.32 -0.21 1.48 0.090
H 4.73 -0.78 3.56 0.029
H 3.73 -2.24 3.68 0.035
H 3.35 -0.82 4.67 0.033
H 4.03 1.44 2.38 0.036
H 2.55 1.71 3.31 0.031
H 2.50 1.72 1.53 0.004
C -4.20 -1.48 -1.90 -0.122
S -2.75 -2.00 -1.04 0.406
O -2.68 -3.44 -1.13 -0.311
O -1.63 -1.28 -1.69 -0.418
O -2.87 -1.49 0.35 -0.421
H -4.11 -1.83 -2.92 0.072
H -4.27 -0.40 -1.88 0.049
H -5.07 -1.94 -1.42 0.071



(5)
62
Properties=species:S:1:pos:R:3:lowdin_charge:R:1 method="wB97M-V/def2-TZVPD" mol_weight_da=448.65 lumo_ev=0.53 homo_ev=-8.178 relative_energy_kcal_mol=5.4 total_energy_ha=-2027.25950 gap_ev=8.7
C 1.58 -3.20 -5.25 -0.050
C 1.61 -2.74 -3.83 -0.269
C 0.44 -2.55 -3.12 0.025
C 0.47 -2.14 -1.78 -0.147
C 1.70 -1.92 -1.16 -0.041
C 2.87 -2.11 -1.86 -0.064
C 2.83 -2.52 -3.19 -0.043
H 3.75 -2.66 -3.73 0.112
H 3.82 -1.93 -1.38 0.107
H 1.72 -1.59 -0.13 0.087
C -0.76 -1.91 -1.06 -0.281
N -0.88 -1.44 0.15 0.203
C -2.22 -1.37 0.39 -0.303
C -2.89 -1.81 -0.73 -0.251
O -1.95 -2.16 -1.64 0.137
C -4.32 -1.90 -1.10 0.012
H -4.94 -1.90 -0.20 0.084
H -4.50 -2.82 -1.66 0.089
H -4.58 -1.05 -1.73 0.085
C -2.74 -0.86 1.67 -0.213
H -2.27 -1.36 2.51 0.099
H -3.82 -0.94 1.75 0.099
S -2.29 0.93 1.87 0.918
O -3.08 1.40 3.01 -0.511
C -3.19 1.55 0.37 -0.185
C -2.40 1.32 -0.91 -0.556
O -2.91 0.95 -1.94 0.064
N -1.09 1.61 -0.77 0.072
H -0.73 1.77 0.16 0.068
C -0.10 1.41 -1.80 -0.195
C 0.86 2.59 -1.90 -0.231
C 1.56 2.92 -0.58 -0.454
H 2.39 3.61 -0.77 0.068
H 0.88 3.38 0.13 0.072
S 2.27 1.43 0.23 0.930
C 1.47 1.48 1.90 -0.593
C 1.22 0.06 2.37 -0.242
C 0.58 0.07 3.76 -0.203
C 1.46 0.83 4.75 -0.202
C 1.70 2.26 4.26 -0.198
C 2.35 2.24 2.88 -0.227
H 3.33 1.75 2.94 0.114
H 2.51 3.27 2.53 0.109
H 2.34 2.79 4.96 0.109
H 0.74 2.78 4.21 0.117
H 0.99 0.85 5.73 0.109
H 2.42 0.32 4.85 0.115
H 0.44 -0.96 4.10 0.114
H -0.40 0.55 3.71 0.077
H 0.57 -0.46 1.66 0.062
H 2.17 -0.47 2.41 0.118
H 0.52 2.00 1.78 0.078
H 1.61 2.35 -2.65 0.112
H 0.32 3.49 -2.23 0.115
H -0.64 1.27 -2.74 0.129
H 0.47 0.50 -1.58 0.077
H -4.18 1.09 0.30 0.104
H -3.32 2.62 0.53 0.106
H -0.52 -2.71 -3.59 0.123
H 2.32 -2.66 -5.85 0.079
H 0.60 -3.05 -5.69 0.076
H 1.82 -4.26 -5.31 0.085



(6)
53
Properties=species:S:1:pos:R:3:lowdin_charge:R:1 method="wB97M-V/def2-TZVPD" mol_weight_da=318.32 lumo_ev=-0.24 homo_ev=-10.091 relative_energy_kcal_mol=67.2 total_energy_ha=-1260.43089 gap_ev=9.9
C 1.03 0.32 1.72 -0.143
N 0.67 -0.15 3.06 0.079
C 0.38 0.81 3.96 -0.302
O 0.41 2.02 3.73 -0.025
C 0.55 -0.72 0.66 -0.413
C -0.96 -1.00 0.70 -0.024
N 1.08 -0.14 -0.56 0.022
H 2.11 0.43 1.58 0.122
H 0.54 1.25 1.45 0.085
H 0.72 -1.14 3.22 0.099
H -0.06 0.48 4.93 0.142
H 0.99 -1.66 0.98 0.110
H -1.43 -0.12 1.21 0.093
H -1.37 -0.89 -0.33 0.083
H -1.16 -1.96 1.12 0.053
H 0.53 0.73 -0.73 0.062
H 0.99 -0.65 -1.44 0.069
H -0.14 -2.74 3.39 -0.003
H -1.35 -3.53 3.87 0.045
O -0.49 -3.20 4.16 -0.048
H -3.43 -1.89 -2.84 0.022
H -3.39 -0.49 -2.99 0.001
O -3.97 -1.22 -3.28 -0.085
H 1.64 -1.87 -4.08 0.066
H 0.82 -2.75 -3.06 0.003
O 0.93 -1.86 -3.43 -0.054
H -0.38 1.15 -3.31 -0.006
H 0.09 -0.22 -3.75 -0.025
O -0.50 0.50 -4.02 -0.073
H 0.89 -4.80 -2.22 0.069
H -0.57 -4.80 -1.96 0.060
O 0.07 -4.36 -2.53 -0.049
H -2.42 3.44 -0.01 0.021
H -1.96 3.51 -1.44 0.046
O -2.70 3.20 -0.90 -0.043
H -2.72 1.26 -0.92 0.007
H -4.16 1.13 -1.48 0.041
O -3.37 0.65 -1.29 -0.071
H 1.38 2.10 -1.58 0.054
H 0.28 3.17 -1.24 0.015
O 0.44 2.28 -1.68 -0.085
H -0.02 4.16 0.51 0.017
H 1.11 4.97 -0.38 0.065
O 0.23 4.62 -0.31 -0.045
H -0.23 2.57 2.00 0.001
H -1.59 3.40 2.38 0.081
O -1.00 3.07 1.68 -0.059
H 3.46 -1.67 1.47 -0.011
H 4.02 -2.68 2.55 0.035
O 3.23 -2.22 2.26 -0.089
H 4.07 -1.42 -0.46 0.056
H 2.92 -0.40 -0.39 0.026
O 3.80 -0.63 0.04 -0.101



(7)
84
Properties=species:S:1:pos:R:3:lowdin_charge:R:1 method="wB97M-V/def2-TZVPD" mol_weight_da=713.52 s2=0.753 lumo_ev="0.43 / 0.38" homo_ev="-7.956 / -8.064" relative_energy_kcal_mol=4.9 spin_multiplicity=2 total_energy_ha=-6041.48291 gap_ev="8.4 / 8.4"
Ti 2.59 -1.14 0.09 0.520
C -2.06 3.57 -3.37 -0.064
C -1.62 4.06 -1.99 -0.557
C -2.86 4.14 -1.09 -0.043
C -1.01 5.46 -2.14 -0.044
C -0.59 3.12 -1.36 -0.160
C -0.11 1.98 -1.99 -0.054
C 0.81 1.18 -1.35 -0.386
Se 1.35 -0.47 -2.16 1.206
C -0.11 -1.55 -1.54 -0.383
C -1.38 -1.38 -2.07 -0.049
C -2.45 -2.08 -1.55 -0.158
C -2.19 -2.93 -0.48 0.018
C -0.93 -3.13 0.10 -0.074
C 0.14 -2.43 -0.48 -0.307
O 1.41 -2.57 -0.04 -0.292
C -0.85 -4.11 1.28 -0.527
C 0.50 -4.19 1.98 -0.065
C -1.19 -5.52 0.76 -0.040
C -1.88 -3.70 2.35 -0.048
C -3.88 -1.93 -2.06 -0.556
C -4.78 -1.40 -0.93 -0.043
C -3.96 -0.95 -3.24 -0.064
C -4.41 -3.29 -2.52 -0.045
C 1.31 1.48 -0.08 -0.298
O 2.21 0.63 0.47 -0.277
C 0.84 2.61 0.60 -0.073
C -0.09 3.40 -0.09 0.018
C 1.26 3.09 2.00 -0.529
C 2.22 2.16 2.75 -0.061
C 0.01 3.23 2.87 -0.046
C 1.95 4.45 1.86 -0.042
H -2.80 4.26 -3.78 0.087
H -1.22 3.52 -4.07 0.089
H -2.52 2.59 -3.32 0.076
H -3.61 4.79 -1.53 0.086
H -3.30 3.15 -0.95 0.087
H -2.61 4.54 -0.10 0.077
H -1.74 6.14 -2.60 0.085
H -0.73 5.88 -1.17 0.077
H -0.12 5.44 -2.77 0.092
H -0.46 1.71 -2.98 0.096
H -1.51 -0.69 -2.89 0.095
H -3.02 -3.48 -0.06 0.101
H 1.30 -4.54 1.33 0.083
H 0.80 -3.23 2.39 0.071
H 0.41 -4.89 2.82 0.087
H -0.47 -5.84 0.01 0.093
H -1.17 -6.24 1.59 0.086
H -2.19 -5.56 0.31 0.078
H -1.67 -2.70 2.72 0.093
H -2.90 -3.72 1.99 0.073
H -1.82 -4.39 3.19 0.085
H -4.42 -0.43 -0.57 0.089
H -5.80 -1.27 -1.29 0.085
H -4.80 -2.09 -0.09 0.077
H -3.63 0.05 -2.95 0.075
H -3.34 -1.28 -4.07 0.089
H -4.99 -0.88 -3.59 0.087
H -4.43 -4.01 -1.70 0.076
H -5.44 -3.19 -2.89 0.085
H -3.80 -3.71 -3.32 0.092
H -0.45 4.29 0.41 0.101
H 1.80 1.17 2.91 0.081
H 3.18 2.04 2.24 0.085
H 2.41 2.61 3.73 0.086
H -0.51 2.28 2.97 0.093
H 0.29 3.57 3.87 0.085
H -0.70 3.96 2.47 0.073
H 2.84 4.37 1.24 0.094
H 1.29 5.20 1.41 0.076
H 2.25 4.82 2.84 0.086
Cl 3.66 -1.96 2.17 0.765
C 5.38 -1.58 1.87 -0.571
C 6.17 -1.55 3.00 -0.114
C 7.52 -1.29 2.85 -0.079
C 8.02 -1.08 1.57 -0.113
C 7.18 -1.11 0.47 -0.676
Cl 7.90 -0.83 -1.08 0.669
C 5.81 -1.36 0.57 -0.683
S 4.77 -1.38 -0.86 0.595
H 5.73 -1.73 3.98 0.105
H 8.17 -1.26 3.71 0.107
H 9.07 -0.88 1.42 0.104



(8)
10
Properties=species:S:1:pos:R:3:lowdin_charge:R:1 method="wB97M-V/def2-TZVPD" mol_weight_da=561.66 lumo_ev=-1.13 homo_ev=-9.193 relative_energy_kcal_mol=35.5 total_energy_ha=-1381.41673 gap_ev=8.1
C 0.98 1.32 -0.35 -0.805
C -0.20 0.26 0.12 -0.298
C -2.21 0.08 0.16 -1.933
O 0.93 2.34 -0.94 0.018
I 2.87 0.37 0.12 0.791
I -2.31 -1.97 0.17 0.842
I -3.00 1.27 1.79 0.672
I -2.73 0.88 -1.69 0.736
H -0.09 -0.06 1.15 0.028
H -0.30 -0.57 -0.56 -0.050